(1)
Density functional theory data (wB97M-V/def2-TZVPD) for a 6-piece molecular cluster, C24H59NO6 overall at a distorted geometry.

Each line ends with the Mulliken charge.
Cartesian coordinates (Å):
C  -5.90  -0.09  2.67  -1.863
C  -4.58  0.63  2.54  2.400
C  -3.47  -0.45  2.18  -1.377
C  -3.57  -0.98  0.70  -1.000
C  -3.64  0.29  -0.24  -0.896
C  -4.65  1.37  0.09  2.094
N  -4.58  1.73  1.54  -0.179
O  -5.39  2.86  1.89  -0.420
C  -4.31  2.46  -0.86  -2.096
C  -6.06  0.90  -0.33  -1.723
C  -4.19  1.21  3.91  -2.084
H  -5.99  -0.33  3.73  0.419
H  -6.03  -0.98  2.06  0.313
H  -6.79  0.48  2.39  0.230
H  -2.54  0.13  2.13  0.322
H  -3.38  -1.34  2.79  0.346
H  -4.43  -1.62  0.53  0.395
H  -2.66  -1.58  0.58  0.638
H  -3.98  -0.18  -1.16  0.378
H  -2.62  0.67  -0.33  0.107
H  -4.89  3.38  -0.79  0.450
H  -3.34  2.91  -0.62  0.419
H  -4.39  2.26  -1.93  0.329
H  -6.97  1.27  0.14  0.297
H  -6.14  0.87  -1.41  0.392
H  -6.22  -0.11  0.05  0.357
H  -4.89  1.96  4.27  0.413
H  -3.20  1.66  3.83  0.389
H  -4.33  0.45  4.68  0.423
H  -6.31  2.58  1.94  0.356
C  0.65  2.12  -4.48  -1.321
C  -0.90  1.76  -4.46  0.851
C  -1.58  1.43  -5.73  -1.402
O  -1.03  0.58  -3.61  -0.501
H  1.06  2.13  -3.47  0.264
H  0.81  3.14  -4.80  0.424
H  1.18  1.39  -5.09  0.273
H  -1.39  2.56  -3.91  0.123
H  -1.77  2.40  -6.19  0.369
H  -2.53  0.93  -5.52  0.355
H  -0.92  0.83  -6.35  0.320
H  -0.35  0.55  -2.94  0.242
C  2.80  -6.74  -0.16  -1.692
C  2.40  -5.36  0.35  0.405
C  3.55  -4.35  0.82  -1.224
O  1.54  -4.83  -0.65  -0.293
H  3.27  -6.60  -1.14  0.418
H  2.04  -7.52  -0.23  0.457
H  3.56  -7.05  0.55  0.365
H  1.76  -5.56  1.21  0.316
H  3.09  -3.91  1.70  0.236
H  3.78  -3.48  0.21  0.011
H  4.47  -4.89  1.03  0.559
H  0.90  -5.51  -0.90  0.178
C  2.01  -0.14  0.82  -1.624
C  0.93  0.65  -0.05  1.502
C  1.02  2.12  0.17  -1.675
O  1.11  0.38  -1.35  -0.441
H  3.01  0.23  0.62  0.177
H  2.05  -1.21  0.66  0.624
H  1.78  0.03  1.87  0.208
H  -0.06  0.25  0.21  -0.073
H  2.00  2.47  0.48  0.307
H  0.41  2.43  1.02  0.431
H  0.59  2.73  -0.63  0.376
H  2.02  0.18  -1.60  0.040
C  5.14  -0.92  -4.42  -1.358
C  4.84  -0.87  -2.91  0.249
C  5.34  0.48  -2.27  -1.811
O  3.47  -0.88  -2.78  -0.174
H  4.56  -1.67  -4.96  0.331
H  6.18  -1.09  -4.73  0.444
H  4.84  0.05  -4.81  0.276
H  5.29  -1.68  -2.34  0.594
H  6.41  0.57  -2.44  0.532
H  5.15  0.53  -1.20  0.323
H  4.88  1.40  -2.64  0.272
H  3.19  -1.80  -2.83  0.111
C  3.65  0.47  4.24  -1.872
C  3.15  1.96  4.01  1.036
C  1.88  2.19  4.82  -1.222
O  4.16  2.91  4.49  -0.480
H  4.65  0.35  3.83  0.377
H  2.97  -0.29  3.86  0.452
H  3.81  0.22  5.29  0.516
H  2.91  2.10  2.96  -0.233
H  1.79  1.55  5.69  0.291
H  1.00  2.01  4.20  0.274
H  1.88  3.20  5.22  0.360
H  5.05  2.64  4.28  0.299

Output
**Strongest force on any atom**: 3.86 eV/Å
**Lowest unoccupied orbital energy (spin up / spin down)**: 2.36 / 2.30 eV
**E_HOMO (spin up / spin down)**: 0.806 / -6.589 eV
**ΔE to the lowest compared entry with this formula, charge and spin**: 70.49 kJ/mol
**Charge**: -1
**Spin multiplicity**: 2
**Gap between HOMO and LUMO (spin up / spin down)**: 1.555 / 8.886 eV

***

(2)
Density functional theory data (wB97M-V/def2-TZVPD) for a 4-piece molecular cluster, C24H60N4O8 overall at a distorted geometry.

Each line ends with the Mulliken charge.
Cartesian coordinates (Å):
C  -2.73  -3.23  6.08  -0.708
O  -1.53  -3.55  5.39  -0.402
C  -0.89  -2.44  4.84  -0.547
C  -0.07  -2.78  3.63  -0.603
N  -0.95  -3.13  2.52  0.293
C  -0.35  -3.50  1.26  -0.519
C  -1.41  -3.87  0.19  -0.519
O  -1.89  -5.20  0.36  -0.379
C  -2.93  -5.40  1.29  -0.678
H  -3.56  -3.32  5.37  0.227
H  -2.66  -2.29  6.62  0.337
H  -2.91  -4.00  6.83  0.293
H  -0.29  -1.84  5.56  0.476
H  -1.51  -1.57  4.58  0.124
H  0.66  -3.60  3.71  0.423
H  0.45  -1.84  3.40  0.302
H  -1.39  -3.99  2.84  -0.005
H  0.19  -4.46  1.36  0.441
H  0.30  -2.73  0.84  0.105
H  -0.87  -3.82  -0.76  0.361
H  -2.29  -3.22  0.14  0.281
H  -3.84  -4.87  1.00  0.273
H  -2.75  -5.25  2.36  0.267
H  -3.17  -6.46  1.19  0.293
C  -2.92  -0.56  1.99  -0.312
O  -3.54  0.57  1.38  -0.443
C  -4.71  1.01  2.03  -0.539
C  -5.99  0.38  1.47  -0.854
N  -6.36  -0.87  2.12  -0.119
C  -6.66  -0.83  3.54  -0.139
C  -7.35  -2.10  3.99  -0.955
O  -7.55  -2.13  5.38  -0.377
C  -8.61  -1.31  5.80  -0.729
H  -2.31  -0.09  2.77  0.159
H  -2.32  -1.15  1.30  -0.029
H  -3.64  -1.30  2.35  0.359
H  -4.76  2.10  1.98  0.412
H  -4.61  0.80  3.10  0.328
H  -5.85  0.08  0.43  0.444
H  -6.82  1.08  1.61  0.334
H  -6.77  -1.56  1.52  0.214
H  -7.27  0.05  3.78  0.265
H  -5.72  -0.68  4.08  0.189
H  -6.84  -2.97  3.57  0.392
H  -8.31  -2.16  3.45  0.411
H  -8.30  -0.27  5.90  0.275
H  -8.94  -1.61  6.80  0.246
H  -9.45  -1.33  5.10  0.335
C  2.22  3.13  -4.48  -0.682
O  3.45  3.67  -4.89  -0.306
C  3.55  3.92  -6.26  -0.635
C  5.00  4.21  -6.65  -0.667
N  5.75  2.98  -6.46  -0.146
C  7.13  3.13  -6.87  -0.565
C  7.97  1.89  -6.59  -0.802
O  8.32  1.83  -5.21  -0.302
C  9.05  0.65  -4.91  -0.710
H  2.17  2.08  -4.82  0.343
H  1.36  3.70  -4.87  0.406
H  2.20  3.17  -3.39  0.090
H  2.89  4.71  -6.65  0.439
H  3.28  3.03  -6.84  0.343
H  5.43  5.06  -6.09  0.350
H  5.06  4.44  -7.71  0.414
H  5.71  2.56  -5.54  0.122
H  7.68  4.00  -6.49  0.305
H  7.14  3.06  -7.96  0.333
H  8.90  2.00  -7.16  0.446
H  7.51  0.96  -6.94  0.405
H  9.98  0.70  -5.48  0.303
H  8.50  -0.26  -5.20  0.296
H  9.18  0.63  -3.83  0.240
C  4.24  1.18  -2.73  -0.238
O  3.41  0.04  -2.78  -0.366
C  2.98  -0.38  -1.51  -0.547
C  1.86  0.45  -0.88  -0.398
N  1.63  0.29  0.57  -0.375
C  0.63  1.25  1.05  -0.019
C  1.31  2.44  1.80  -0.846
O  1.05  3.72  1.31  -0.411
C  -0.33  4.00  1.04  -0.663
H  5.19  1.00  -2.23  0.329
H  3.66  2.00  -2.31  0.188
H  4.45  1.52  -3.75  -0.172
H  3.89  -0.35  -0.89  0.364
H  2.67  -1.43  -1.57  0.309
H  0.95  0.36  -1.49  0.239
H  2.04  1.53  -0.95  0.309
H  1.40  -0.68  0.74  0.184
H  0.15  0.69  1.86  0.056
H  -0.11  1.51  0.30  0.357
H  2.38  2.23  1.83  0.434
H  1.02  2.33  2.85  0.411
H  -0.88  3.62  1.90  0.323
H  -0.62  3.55  0.09  0.238
H  -0.43  5.08  0.98  0.270

Output
**SMILES**: COCCNCCOC.COCCNCCOC.COCCNCCOC.COCCNCCOC
**Strongest force on any atom**: 2.18 eV/Å
**Lowest unoccupied orbital energy**: 0.66 eV
**E_HOMO**: -8.442 eV
**ΔE to the lowest compared entry with this formula, charge and spin**: 597.32 kJ/mol
**Spin multiplicity**: 1
**Gap between HOMO and LUMO**: 9.105 eV

***

(3)
Density functional theory data (wB97M-V/def2-TZVPD) for a 6-piece molecular cluster, C24H60O6 overall at a distorted geometry.

Each line ends with the Mulliken charge.
Cartesian coordinates (Å):
C  -41.32  -22.86  74.99  -1.799
C  -39.86  -22.58  75.45  0.468
O  -39.71  -23.14  76.69  -0.480
C  -38.41  -22.96  77.23  0.486
C  -38.47  -23.33  78.59  -1.283
H  -41.55  -23.82  75.18  0.540
H  -41.30  -22.77  73.89  0.370
H  -42.03  -22.33  75.49  0.526
H  -39.92  -21.54  75.50  0.037
H  -39.16  -22.94  74.93  0.066
H  -38.10  -21.91  77.25  0.049
H  -37.71  -23.48  76.69  0.043
H  -37.45  -22.94  78.95  0.281
H  -38.37  -24.44  78.78  0.259
H  -39.26  -22.87  79.15  0.374
C  -34.56  -24.20  76.94  -0.987
C  -34.97  -24.00  78.42  0.075
O  -33.81  -24.34  79.26  -0.311
C  -34.08  -24.25  80.72  -0.317
C  -33.00  -24.73  81.43  -0.916
H  -35.35  -23.88  76.38  0.178
H  -34.27  -25.21  76.71  0.414
H  -33.74  -23.66  76.38  0.095
H  -35.84  -24.65  78.55  0.196
H  -35.45  -22.95  78.68  0.202
H  -34.97  -24.98  80.89  0.239
H  -34.66  -23.38  81.15  0.344
H  -32.70  -25.70  81.05  0.294
H  -33.55  -24.86  82.59  0.252
H  -32.16  -23.91  81.68  0.246
C  -35.36  -16.43  73.87  -1.004
C  -36.72  -16.02  74.42  -0.365
O  -37.49  -17.05  74.94  -0.069
C  -38.72  -16.60  75.57  -0.531
C  -39.19  -17.55  76.59  -0.968
H  -35.67  -17.11  73.00  0.157
H  -34.78  -16.96  74.73  0.200
H  -34.77  -15.64  73.61  0.492
H  -37.44  -15.41  73.62  0.268
H  -36.52  -15.17  75.15  0.309
H  -39.42  -16.32  74.61  0.322
H  -38.74  -15.69  76.12  0.513
H  -39.59  -18.32  75.99  0.027
H  -39.98  -17.15  77.21  0.415
H  -38.29  -17.93  77.04  0.286
C  -36.77  -25.21  72.59  -1.121
C  -35.55  -24.31  72.01  -0.434
O  -34.77  -24.06  73.22  -0.145
C  -33.58  -23.41  72.83  -0.228
C  -32.76  -23.24  73.93  -1.241
H  -37.23  -24.67  73.41  0.029
H  -36.33  -26.24  72.55  0.339
H  -37.41  -25.32  71.85  0.554
H  -35.77  -23.32  71.56  0.287
H  -34.99  -24.60  71.09  0.450
H  -33.49  -22.46  72.22  0.299
H  -32.89  -24.12  72.12  0.332
H  -32.03  -22.62  73.80  0.696
H  -32.47  -24.23  74.36  0.260
H  -33.32  -22.58  74.85  0.030
C  -43.60  -20.93  71.71  -1.079
C  -44.48  -21.78  72.67  -0.093
O  -45.38  -20.92  73.34  -0.282
C  -46.31  -21.61  74.14  -0.267
C  -46.83  -20.73  75.17  -0.938
H  -44.35  -20.12  71.21  0.254
H  -42.96  -21.20  70.92  0.454
H  -42.96  -20.18  72.35  0.148
H  -43.81  -22.45  73.33  0.110
H  -45.06  -22.42  72.11  0.388
H  -46.07  -22.83  74.43  0.266
H  -47.16  -21.94  73.44  0.276
H  -47.35  -21.40  75.88  0.330
H  -47.49  -19.82  74.55  0.212
H  -45.99  -20.20  75.81  0.244
C  -39.57  -19.87  71.89  -1.231
C  -38.59  -19.28  72.85  -0.055
O  -37.74  -20.43  73.28  -0.284
C  -36.88  -20.21  74.40  0.147
C  -36.06  -21.45  74.64  -1.001
H  -39.05  -20.29  71.09  0.454
H  -40.28  -19.03  71.44  0.310
H  -40.25  -20.51  72.35  0.059
H  -39.25  -18.95  73.55  0.084
H  -37.94  -18.62  72.51  0.419
H  -37.43  -20.13  75.33  -0.139
H  -36.26  -19.45  74.30  0.597
H  -36.65  -22.24  74.67  -0.071
H  -35.47  -21.48  75.47  0.740
H  -35.23  -21.41  73.75  -0.154

Output
**SMILES**: CCOCC.CCOCC.CCOCC.CCOCC.CCOCC.CCOCC
**Strongest force on any atom**: 8.98 eV/Å
**Lowest unoccupied orbital energy**: 0.73 eV
**E_HOMO**: -9.461 eV
**ΔE to the lowest compared entry with this formula, charge and spin**: 1119.31 kJ/mol
**Spin multiplicity**: 1
**Gap between HOMO and LUMO**: 10.195 eV

***

Q: ΔE to the lowest compared entry with this formula, charge and spin of number 1 (C24H59NO6)?
A: 70.49 kJ/mol

***

Q: spin multiplicity of number 2 (C24H60N4O8)?
A: 1